# 1
# C5H9Br2N2S

A cluster of 2 separate species, C5H9Br2N2S in total at a distorted geometry (ωB97M-V/def2-TZVPD, OMol25).

Last column: natural (NBO) charge in e.
Element x y z (Å)
C 0.84139 -0.33201 -0.70059  0.09
C 1.90246 0.26923 -0.13925  -0.26
C -0.04785 1.74911 -0.02929  -0.22
C 0.75942 -1.69462 -1.26709  -0.67
C -1.55759 -0.14931 -0.17072  -0.45
N -0.56332 0.27464 2.53471  -0.61
N -0.35627 0.51777 -0.74511  -0.43
S 1.61668 1.93435 0.36650  0.51
Br 3.59817 -0.47244 0.11776  0.22
Br -1.26654 3.15345 -0.09093  0.22
H 0.32774 -1.68170 -2.26762  0.24
H 0.15585 -2.35056 -0.63761  0.25
H 1.75437 -2.12763 -1.32498  0.27
H -1.34632 -0.31943 0.89832  0.29
H -2.41991 0.50908 -0.27183  0.24
H -1.75698 -1.08607 -0.69041  0.23
H 0.26915 0.36646 3.10769  0.32
H -1.32305 0.71607 3.04576  0.32
H -0.58740 0.72360 -1.73531  0.44

Total charge   +1
Kohn-Sham gap (alpha / beta)   8.5917 / 7.1932 eV
Highest occupied orbital energy (alpha / beta)   -13.217 / -11.787 eV
2S+1   1
Energy above the lowest of the compared OMol25 structures with the same formula, charge and spin   64.4 kcal per mole

# 2
# C7H10N

A structure of composition C7H10N at a distorted geometry (ωB97M-V/def2-TZVPD, OMol25).

Last column: natural (NBO) charge in e.
Element x y z (Å)
C 1.85730 -0.83759 0.21286  -0.18
C -1.11712 -1.03942 0.17366  0.25
C 0.74207 -0.33072 0.68460  0.22
C 1.37667 -2.24615 0.60837  -0.35
C -0.03328 -1.55853 1.06495  -0.34
C -0.62653 2.60684 -0.47653  -0.63
C -0.98587 1.21481 -1.04999  -0.23
N -0.57089 0.11973 -0.14917  -0.22
H 2.87905 -0.37185 0.08093  0.28
H -1.96275 -1.41641 -0.29833  0.24
H 1.15449 -2.66274 -0.32259  0.24
H 1.90403 -2.90797 1.38390  0.27
H -0.41322 -1.87432 2.02899  0.28
H 0.36967 2.81716 -0.43823  0.22
H -0.98438 3.47161 -1.11440  0.26
H -1.15910 2.86709 0.54368  0.23
H -0.39837 1.09961 -1.88891  0.24
H -2.03177 1.04886 -1.04381  0.23

Total charge   +1
Kohn-Sham gap   9.1614 eV
Highest occupied orbital energy   -14.050 eV
2S+1   1
Energy above the lowest of the compared OMol25 structures with the same formula, charge and spin   114.7 kcal per mole

# 3
# C27H20Br2NO6S

A cluster of 2 separate species, C27H20Br2NO6S in total at a distorted geometry (ωB97M-V/def2-TZVPD, OMol25).

Last column: natural (NBO) charge in e.
Element x y z (Å)
C 5.87532 0.97164 -2.52759  -0.26
O 5.07281 1.81432 -1.67930  -0.50
C 4.20545 1.21438 -0.83245  0.31
C 4.14637 -0.17870 -0.61132  -0.35
C 3.12803 -0.71002 0.16648  -0.11
C 2.03266 0.07912 0.59327  -0.05
C 0.78652 -0.44016 1.09186  -0.10
C 0.62545 -1.80324 1.53964  -0.14
C -0.03717 -2.04697 2.78599  -0.16
C -0.46375 -3.29277 3.13367  -0.22
Br -1.47048 -3.56825 4.69000  0.04
C -0.15132 -4.49723 2.27996  0.42
O -0.53723 -5.63154 2.56782  -0.63
C 0.67934 -4.20518 1.10314  -0.23
Br 1.16753 -5.62718 -0.01847  0.03
C 1.03642 -2.92833 0.76583  -0.15
C 2.17672 1.48671 0.45236  -0.19
C 3.22214 2.04699 -0.23741  -0.26
H 6.44751 1.68863 -3.11284  0.20
H 6.56369 0.33176 -1.95535  0.18
H 5.23989 0.35507 -3.18143  0.18
H 4.88984 -0.84245 -1.06132  0.21
H 3.17361 -1.77344 0.38319  0.22
H 0.25613 0.30313 1.68707  0.21
H -0.29447 -1.20219 3.42261  0.21
H 1.58404 -2.77852 -0.16992  0.22
H 1.38396 2.11974 0.85938  0.21
H 3.25857 3.12832 -0.37959  0.22
C -5.57868 -2.49555 -1.72820  -0.20
C -5.57781 -1.56171 -0.67791  -0.23
C -4.40099 -0.89035 -0.35512  -0.19
C -3.24014 -1.12777 -1.10328  -0.23
S -1.68447 -0.88918 -0.21569  2.08
C -0.56745 0.50409 -0.31640  -0.64
C -1.01583 1.88412 -0.08252  0.03
C -1.19732 2.90946 -1.08246  -0.23
C -0.99948 4.23661 -0.73646  -0.17
C -0.58497 4.52141 0.58662  -0.03
N 0.40950 5.51360 0.83881  0.50
O 0.89799 5.53569 1.99471  -0.41
O 0.77744 6.26501 -0.08676  -0.40
C -0.84978 3.61631 1.63837  -0.12
C -1.11410 2.30362 1.29258  -0.26
O -2.13541 -0.91213 1.17873  -0.97
O -0.86593 -1.97886 -0.77343  -0.97
C -3.24750 -2.02950 -2.17936  -0.19
C -4.41709 -2.72902 -2.48492  -0.22
H -6.49471 -3.04382 -1.96388  0.21
H -6.48314 -1.35195 -0.09911  0.21
H -4.34668 -0.21520 0.49355  0.24
H 0.18756 0.32896 -1.07933  0.25
H -1.50074 2.65337 -2.10073  0.23
H -1.08508 5.08077 -1.41651  0.24
H -0.79767 3.94333 2.67608  0.24
H -1.35964 1.57103 2.06859  0.25
H -2.32552 -2.20433 -2.73029  0.24
H -4.39993 -3.45161 -3.31096  0.21

Total charge   -1
Kohn-Sham gap   4.7580 eV
Highest occupied orbital energy   -3.930 eV
2S+1   1

# 4
# C2H3ClO2S

A cluster of 2 separate species, C2H3ClO2S in total at a distorted geometry (ωB97M-V/def2-TZVPD, OMol25).

Last column: natural (NBO) charge in e.
Element x y z (Å)
C -0.25291 0.20864 0.81790  -0.67
C -1.42356 0.34551 -0.08972  -0.04
O 0.59515 2.01924 -1.11569  -0.91
O -0.48740 -0.66619 -1.89451  -0.82
S -0.35798 1.95744 -0.04982  1.23
Cl -2.97846 -0.23411 0.07820  0.17
H -0.41653 0.20091 1.87675  0.25
H 0.40489 -0.53740 0.20462  0.34
H 0.02786 0.19083 -2.23598  0.46

Total charge   0
Kohn-Sham gap (alpha / beta)   8.4414 / 8.4420 eV
Highest occupied orbital energy (alpha / beta)   -9.832 / -9.833 eV
2S+1   1
Energy above the lowest of the compared OMol25 structures with the same formula, charge and spin   125.5 kcal per mole